# 1
A molecular structure, C3H10N3. Source: OMol25; level of theory: wB97M-V/def2-TZVPD.

The geometry in XYZ format:
```
16
Properties=species:S:1:pos:R:3:lowdin_charge:R:1
C 0.04 1.18 0.09 -0.143
C 1.25 1.71 -0.02 -0.212
N 1.81 2.62 0.88 0.040
N -0.41 0.19 -0.86 0.056
H -0.72 1.53 0.77 0.116
H 1.82 1.53 -0.92 0.118
H 2.26 3.39 0.42 0.083
H 1.14 3.00 1.53 0.085
H -1.33 0.40 -1.22 0.134
H -0.57 -0.93 -0.40 0.033
H 0.24 0.14 -1.64 0.127
C -1.31 -3.26 0.02 -0.256
N -0.61 -2.12 0.28 -0.173
H -1.61 -3.50 -0.99 -0.014
H -1.54 -3.98 0.80 -0.007
H -0.46 -1.89 1.26 0.012
```

Calculated values
- LUMO energy (spin up / spin down): 0.60 / 0.59 eV
- Frontier orbital gap (spin up / spin down): 4.62 / 8.92 eV
- ΔE to the lowest compared entry with this formula, charge and spin: 42.34 kcal per mole
- Multiplicity: 2
- ⟨S²⟩: 0.75

# 2
2 unconnected molecules or ions with the total composition H2O3PS. Source: OMol25; level of theory: wB97M-V/def2-TZVPD.

The geometry in XYZ format:
```
7
Properties=species:S:1:pos:R:3:lowdin_charge:R:1
O 3.91 0.60 -0.38 -0.515
O 2.04 -1.15 -0.34 -0.586
O 1.10 1.55 0.24 -0.847
P -0.28 0.92 -0.26 0.498
S 2.83 -0.06 0.33 0.775
H 0.25 -0.34 -0.69 -0.153
H -0.92 0.42 0.93 -0.171
```

Calculated values
- LUMO energy: 3.84 eV
- Frontier orbital gap: 7.27 eV
- ΔE to the lowest compared entry with this formula, charge and spin: 0.80 kcal per mole
- Total charge: -1

# 3
A molecular structure, C33H31BrI2N4O3RbS2. Source: OMol25; level of theory: wB97M-V/def2-TZVPD.

The geometry in XYZ format:
```
77
Properties=species:S:1:pos:R:3:lowdin_charge:R:1
Rb -0.27 -0.73 0.25 0.832
C -1.47 -2.52 2.38 -0.342
C -1.61 -1.25 2.99 -0.331
C -2.77 -0.64 2.46 -0.298
C -3.34 -1.53 1.52 -0.290
C -2.53 -2.68 1.47 -0.311
C -2.80 -3.91 0.64 -0.066
C -4.70 -1.40 0.90 -0.080
C -3.36 0.65 2.94 -0.077
C -0.70 -0.64 4.02 -0.064
C -0.35 -3.51 2.59 -0.061
H -3.38 -4.67 1.17 0.070
H -1.87 -4.39 0.32 0.066
H -3.36 -3.66 -0.27 0.059
H -5.45 -2.03 1.40 0.073
H -4.72 -1.69 -0.16 0.059
H -5.08 -0.38 0.96 0.054
H -4.15 0.51 3.68 0.074
H -3.80 1.25 2.13 0.052
H -2.59 1.28 3.41 0.048
H -1.19 -0.51 4.99 0.070
H -0.33 0.35 3.73 0.061
H 0.18 -1.26 4.19 0.062
H -0.72 -4.53 2.54 0.068
H 0.11 -3.38 3.58 0.062
H 0.46 -3.42 1.86 0.067
I 4.08 -4.07 -1.71 0.878
C 4.36 -2.13 -1.00 -0.647
C 5.61 -1.53 -1.14 -0.283
C 5.84 -0.25 -0.68 -0.702
I 7.74 0.58 -0.98 0.838
C 4.81 0.47 -0.04 -0.235
C 4.95 1.78 0.46 -0.062
C 3.89 2.40 1.08 -0.058
C 2.68 1.70 1.19 -0.165
N 2.51 0.49 0.73 0.084
C 3.53 -0.14 0.12 -0.159
C 3.25 -1.50 -0.40 -0.504
O 2.11 -2.01 -0.29 -0.217
H 6.41 -2.08 -1.62 0.064
H 5.90 2.29 0.36 0.048
H 3.98 3.41 1.47 0.100
H 1.84 2.17 1.69 0.060
Br 6.05 -0.88 -4.66 0.723
C 4.28 -0.56 -4.06 -0.685
C 4.00 0.58 -3.32 -0.119
C 2.72 0.78 -2.85 -0.008
C 1.71 -0.13 -3.16 -0.274
C 2.01 -1.28 -3.88 -0.023
C 3.30 -1.50 -4.32 -0.151
N 0.40 0.11 -2.69 0.098
C -0.53 0.24 -3.53 -0.082
C -1.93 0.46 -3.10 -0.257
C -2.93 0.62 -4.05 -0.025
C -4.24 0.82 -3.61 -0.064
C -4.49 0.84 -2.25 -0.043
C -3.42 0.68 -1.38 -0.132
N -2.17 0.49 -1.79 0.078
H 4.79 1.28 -3.09 0.104
H 2.48 1.65 -2.25 0.112
H 1.24 -2.02 -4.04 0.121
H 3.55 -2.41 -4.85 0.093
H -0.35 0.19 -4.61 0.134
H -2.69 0.59 -5.10 0.109
H -5.04 0.94 -4.33 0.105
H -5.49 0.98 -1.86 0.108
H -3.56 0.67 -0.30 0.085
C -2.36 4.49 4.05 -0.088
O -2.26 3.86 2.78 -0.235
C -1.07 3.79 2.20 -1.170
S 0.29 4.52 2.70 0.723
S -1.21 2.74 0.79 0.910
H -3.39 4.34 4.36 0.095
H -2.13 5.55 3.97 0.080
H -1.67 4.03 4.76 0.086
O 0.25 3.08 -1.26 -0.054
N 0.10 3.57 -0.21 -0.252
```

Calculated values
- LUMO energy: 1.26 eV
- Frontier orbital gap: 4.67 eV
- ΔE to the lowest compared entry with this formula, charge and spin: 20.58 kcal per mole
- Total charge: -1

# 4
A molecular structure, C38H45FeN3O2PSSi. Source: OMol25; level of theory: wB97M-V/def2-TZVPD.

The geometry in XYZ format:
```
92
Properties=species:S:1:pos:R:3:lowdin_charge:R:1
Fe -0.47 0.54 0.39 0.587
C 1.55 3.88 3.07 -0.176
Si 1.02 2.84 1.61 0.380
C 2.34 2.95 0.28 -0.160
C -0.56 3.60 0.90 -0.170
N 0.56 1.20 1.91 -0.146
C 1.14 0.25 2.72 -0.298
C 2.14 0.50 3.68 -0.027
C 2.68 -0.52 4.44 -0.092
C 2.25 -1.83 4.29 -0.094
C 1.26 -2.12 3.35 -0.014
C 0.73 -1.09 2.60 -0.192
O -0.27 -1.28 1.64 -0.117
C -0.71 -2.58 1.40 -0.286
C -0.12 -3.32 0.39 -0.004
C -0.60 -4.59 0.11 -0.058
C -1.66 -5.11 0.84 -0.075
C -2.23 -4.36 1.86 -0.059
C -1.75 -3.09 2.15 0.000
H 1.48 4.94 2.81 0.033
H 2.58 3.68 3.36 0.026
H 0.92 3.71 3.95 0.036
H 2.58 3.98 0.03 0.035
H 2.03 2.43 -0.63 0.006
H 3.26 2.47 0.63 0.034
H -0.41 4.65 0.67 0.049
H -1.38 3.50 1.61 0.012
H -0.88 3.13 -0.04 0.012
H 2.49 1.51 3.82 0.085
H 3.45 -0.29 5.17 0.104
H 2.68 -2.63 4.88 0.101
H 0.92 -3.13 3.21 0.119
H 0.72 -2.91 -0.16 0.102
H -0.15 -5.17 -0.68 0.110
H -2.04 -6.10 0.61 0.107
H -3.05 -4.77 2.44 0.110
H -2.16 -2.51 2.96 0.116
C -4.92 1.87 3.30 -0.030
N -3.67 1.47 2.65 -0.196
C -2.99 0.38 3.34 -0.065
C -3.47 1.69 1.34 -0.686
S -2.86 0.43 0.32 0.729
N -3.77 2.89 0.84 -0.195
C -3.85 3.17 -0.59 -0.061
C -3.84 4.09 1.67 -0.049
H -5.50 0.98 3.51 0.102
H -5.50 2.52 2.66 0.082
H -4.72 2.39 4.24 0.102
H -2.86 0.68 4.38 0.104
H -2.02 0.20 2.89 0.046
H -3.59 -0.53 3.30 0.092
H -4.03 2.25 -1.14 0.055
H -2.92 3.63 -0.93 0.087
H -4.67 3.86 -0.75 0.100
H -3.39 3.90 2.64 0.095
H -4.87 4.44 1.81 0.098
H -3.28 4.88 1.17 0.097
O 0.74 0.05 -1.02 -0.397
P 1.24 -0.63 -2.28 0.854
C -0.06 -1.45 -3.18 -0.272
C 0.13 -1.78 -4.53 -0.079
C -0.87 -2.44 -5.23 -0.060
C -2.06 -2.76 -4.59 -0.058
C -2.26 -2.42 -3.26 -0.054
C -1.27 -1.76 -2.56 -0.069
C 2.48 -1.81 -1.77 -0.300
C 3.07 -1.62 -0.52 -0.068
C 4.02 -2.53 -0.06 -0.051
C 4.38 -3.60 -0.85 -0.057
C 3.81 -3.79 -2.10 -0.061
C 2.85 -2.89 -2.57 -0.067
C 1.97 0.57 -3.39 -0.285
C 3.32 0.53 -3.73 -0.057
C 3.85 1.51 -4.56 -0.060
C 3.04 2.51 -5.05 -0.060
C 1.69 2.55 -4.72 -0.063
C 1.15 1.58 -3.89 -0.072
H 1.05 -1.50 -5.03 0.113
H -0.72 -2.69 -6.27 0.112
H -2.84 -3.27 -5.14 0.112
H -3.19 -2.67 -2.77 0.114
H -1.43 -1.52 -1.51 0.071
H 2.76 -0.79 0.10 0.109
H 4.46 -2.39 0.92 0.114
H 5.12 -4.31 -0.49 0.112
H 4.10 -4.63 -2.72 0.111
H 2.40 -3.05 -3.53 0.105
H 3.96 -0.25 -3.34 0.108
H 4.90 1.48 -4.83 0.112
H 3.45 3.27 -5.70 0.112
H 1.05 3.34 -5.11 0.110
H 0.10 1.61 -3.63 0.116
```

Calculated values
- LUMO energy (spin up / spin down): -1.81 / -1.83 eV
- Frontier orbital gap (spin up / spin down): 7.45 / 7.57 eV
- Multiplicity: 5
- Total charge: +1
- ⟨S²⟩: 6.01

no.,F_max (eV/A)
1,3.14
2,3.04
3,0.18
4,0.67